Entry 1:
Density functional theory data (wB97M-V/def2-TZVPD) for a cluster of 3 separate species, C4H8O2 in total.

The total energy is -307.55681 Ha. The calculation puts the LUMO energy at 0.58 eV. The relative energy (zero: lowest compared OMol25 entry of this formula, charge and spin) is 408.6 kJ/mol. Its total charge is 0. As for the multiplicity: 1. The value obtained for the frontier orbital gap is 10.099 eV. As for the molar mass: 88.11 Da. As for the highest occupied orbital energy: -9.52 eV.

Atoms and positions in Å:
C: -0.402264 0.300363 1.715339
C: -0.613798 0.938615 0.607297
C: 0.643223 1.312559 1.347051
H: -0.771751 -0.390813 2.458337
H: -1.213529 1.124021 -0.274058
H: 1.629038 0.998577 0.975639
H: 0.676166 2.271523 1.871642
C: 0.654992 -1.643008 -0.403125
O: -0.244777 -2.150310 -1.033370
H: 1.120096 -0.687205 -0.704691
H: 1.060179 -2.117901 0.507875
O: -1.118436 0.244419 -2.197139
H: -0.936767 -0.690170 -1.994292
H: -0.482373 0.489330 -2.876505

Atoms 1-3, force components in eV/Å:
C -0.25 0.20 -0.28
C -0.05 -0.19 0.38
C 0.23 0.21 0.06

---

Entry 2:
Density functional theory data (wB97M-V/def2-TZVPD) for a cluster of 2 separate species, CH4IOP in total at a distorted geometry.

The total energy is -754.73843 Ha. The calculation puts the LUMO energy at -1.19 eV. The relative energy (zero: lowest compared OMol25 entry of this formula, charge and spin) is 115.6 kJ/mol. Its total charge is 0. As for the multiplicity: 1. The value obtained for the frontier orbital gap is 8.167 eV. As for the molar mass: 189.92 Da. As for the highest occupied orbital energy: -9.36 eV.

Atoms and positions in Å:
O: 2.122800 0.576588 -0.811199
P: 3.080572 -0.537866 -0.743678
H: 2.204288 -1.736285 -1.049279
C: -1.434102 0.556756 0.525057
I: -2.099569 -1.486907 0.288304
H: -1.983564 1.211263 -0.003179
H: -1.503081 0.842418 1.603564
H: -0.387344 0.574034 0.190411

Atoms 1-3, force components in eV/Å:
O -0.22 0.46 0.06
P -0.47 -1.05 -0.22
H 0.63 0.58 0.19

---

Entry 3:
Density functional theory data (wB97M-V/def2-TZVPD) for a cluster of 12 separate species, C4H32O11 in total at a distorted geometry.

The total energy is -998.75619 Ha. The calculation puts the LUMO energy (spin up / spin down) at -2.98 / -10.75 eV. Its total charge is +1. As for the multiplicity: 2. The value obtained for the frontier orbital gap (spin up / spin down) is 10.746 / 2.949 eV. As for the molar mass: 256.29 Da. As for the highest occupied orbital energy (spin up / spin down): -13.72 / -13.70 eV.

Atoms and positions in Å:
C: 0.190644 -2.383239 2.186243
C: 0.068231 -0.896109 2.375335
C: 0.030476 -0.292166 0.929561
C: -1.289690 -0.621418 3.033270
H: -0.429678 -3.170868 2.738205
H: -0.213027 -2.500515 1.134463
H: 1.280269 -2.679158 2.193919
H: 1.018751 -0.517730 2.873988
H: -0.974745 -0.636858 0.629467
H: 0.567249 -0.776932 0.116276
H: 0.199650 0.757104 0.851617
H: -1.414614 0.305138 3.536094
H: -2.012327 -0.820672 2.279980
H: -1.480780 -1.414081 3.763373
H: -0.662611 4.104542 -0.903382
H: 0.119924 3.799179 0.084149
O: 0.235267 4.393381 -0.677124
H: 3.482095 0.532069 0.521178
H: 2.523259 -0.560105 0.693787
O: 3.342172 -0.363145 0.241338
H: 1.850865 1.778503 0.892782
H: 2.304721 1.437082 2.403008
O: 2.556987 1.712186 1.520815
H: -1.276878 1.809274 2.381981
H: -1.189324 3.361462 2.561510
O: -1.064740 2.621594 1.958025
H: -2.801378 -1.980854 -1.011480
H: -3.977085 -1.493254 -0.301053
O: -3.413641 -2.295323 -0.353421
H: 2.438683 -1.455799 -2.263836
H: 2.833310 -0.205887 -1.573168
O: 2.068810 -0.544508 -2.031192
H: 2.030890 3.203512 -1.151462
H: 2.331027 1.725103 -0.821170
O: 2.738032 2.572798 -0.899838
H: -1.623098 1.494997 -2.430309
H: -2.194243 2.505205 -1.669239
O: -1.456192 2.435210 -2.278269
H: -2.667341 -1.233263 -3.042726
H: -1.355634 -0.533525 -3.143097
O: -2.130975 -0.596705 -2.545380
H: 0.396483 -1.002550 -4.286628
H: 0.499864 0.322827 -3.517848
O: -0.043811 -0.160668 -4.156505
H: -0.189851 -4.478758 -0.437814
H: -1.059569 -3.504419 -1.366051
O: -0.186415 -3.752657 -1.039365

Atoms 1-3, force components in eV/Å:
C 2.02 -0.31 1.15
C -1.56 -1.84 1.23
C -0.54 -0.60 -2.13

---

Entry 4:
Density functional theory data (wB97M-V/def2-TZVPD) for the molecule CH5FN2 at a distorted geometry.

The total energy is -250.35993 Ha. The calculation puts the LUMO energy at 1.07 eV. The relative energy (zero: lowest compared OMol25 entry of this formula, charge and spin) is 268.7 kJ/mol. Its total charge is 0. As for the multiplicity: 1. The value obtained for the frontier orbital gap is 10.598 eV. As for the molar mass: 64.06 Da. As for the highest occupied orbital energy: -9.52 eV.

Atoms and positions in Å:
C: 0.521256 -0.961071 0.152949
N: -0.485613 0.113027 0.455958
N: -0.157323 1.336772 -0.008272
F: -1.802493 -0.395175 -0.195457
H: 0.019154 -1.814152 0.277562
H: 0.882680 -0.965303 -0.924465
H: 1.421221 -0.960275 0.908984
H: 0.302235 1.509253 -0.885056
H: -0.701115 2.136921 0.217799

Atoms 1-3, force components in eV/Å:
C 2.43 3.54 -0.58
N 0.54 0.51 0.41
N 0.62 -0.92 -0.13

---

Entry 5:
Density functional theory data (wB97M-V/def2-TZVPD) for a structure of composition C46H60BrN9O5PTi at a distorted geometry.

The total energy is -6422.78458 Ha. The calculation puts the LUMO energy at -3.53 eV. The relative energy (zero: lowest compared OMol25 entry of this formula, charge and spin) is 28.1 kJ/mol. Its total charge is +1. As for the multiplicity: 1. The value obtained for the frontier orbital gap is 6.824 eV. As for the molar mass: 977.79 Da. As for the highest occupied orbital energy: -10.35 eV.

Atoms and positions in Å:
Ti: -0.114641 -0.759054 1.235992
C: -2.743386 -3.269706 1.434826
O: -2.238335 -1.977655 1.077191
C: -3.144333 -1.087354 0.536448
C: -4.273527 -1.455248 -0.168454
C: -5.124436 -0.462248 -0.642325
C: -4.849981 0.876207 -0.397470
C: -3.716948 1.232267 0.318557
C: -2.863492 0.248724 0.779527
N: -1.698641 0.497683 1.574076
N: -1.681673 1.609949 2.165368
C: -0.671194 1.987585 2.998910
C: 0.475528 1.219049 3.267713
O: 0.705620 0.103955 2.628966
C: 1.430768 1.674457 4.206857
C: 1.294906 2.898157 4.773298
C: 0.186143 3.750133 4.484806
C: 0.079639 5.028498 5.071240
C: -0.998310 5.827525 4.806105
C: -2.010759 5.364522 3.946186
C: -1.927500 4.126351 3.362374
C: -0.819620 3.292005 3.614181
H: -3.775141 -3.179850 1.768112
H: -2.129165 -3.627208 2.251714
H: -2.678285 -3.950118 0.584176
H: -4.500556 -2.497922 -0.344164
H: -6.007415 -0.744367 -1.200638
H: -5.516775 1.643754 -0.767576
H: -3.485151 2.266928 0.532992
H: 2.276827 1.032921 4.416017
H: 2.050349 3.253864 5.465091
H: 0.861527 5.362598 5.743444
H: -1.079358 6.805141 5.261805
H: -2.871615 5.991446 3.751808
H: -2.713954 3.772664 2.711134
C: 2.044686 6.116121 1.115329
C: 2.480512 4.674801 1.099711
C: 3.797106 4.284602 1.330171
C: 4.135995 2.943199 1.337782
C: 3.113425 2.033111 1.123587
Br: 3.521356 0.170915 1.240271
N: 1.866679 2.358777 0.885297
C: 1.563394 3.660161 0.867810
H: 2.900881 6.788047 1.094396
H: 1.467378 6.328515 2.018107
H: 1.408088 6.341868 0.259627
H: 4.561185 5.032910 1.506351
H: 5.148169 2.609619 1.515043
H: 0.520783 3.898102 0.669625
C: 0.245847 -6.412858 4.122191
C: -0.084893 -5.177851 3.289218
C: 1.108236 -4.252283 2.923812
C: 1.883238 -3.815317 4.185852
C: 3.010397 -2.828801 3.888053
C: 2.069672 -4.977633 1.998814
O: 2.659559 -5.977124 2.324217
N: 2.259433 -4.440241 0.736693
C: 1.715635 -3.278933 0.208750
O: 1.993218 -2.927840 -0.911937
N: 0.852298 -2.580118 1.041751
C: 0.534273 -3.013828 2.280710
O: -0.300418 -2.307867 2.881156
H: -0.659769 -7.007449 4.246244
H: 0.599375 -6.140095 5.116354
H: 1.000846 -7.033316 3.646621
H: -0.795846 -4.554875 3.834115
H: -0.565339 -5.492856 2.356273
H: 2.292885 -4.715752 4.639924
H: 1.166957 -3.367805 4.876367
H: 3.781662 -3.283056 3.261099
H: 3.488574 -2.508832 4.813124
H: 2.640804 -1.932925 3.380725
H: 2.904549 -4.931837 0.132714
N: 0.004212 -0.202625 -0.433422
P: -0.270262 -0.075671 -2.004486
N: -1.243777 -1.296168 -2.556676
C: -0.992093 -2.649924 -1.996381
C: -2.067004 -3.607923 -2.480665
C: -1.922234 -3.842606 -3.993897
C: -1.358838 -2.586771 -4.678947
C: -1.803222 -1.340078 -3.929099
N: -1.097825 1.283699 -2.412209
C: -2.490086 1.467296 -2.817582
C: -2.554368 2.185717 -4.161510
C: -1.810762 3.521871 -4.082972
C: -0.382952 3.317381 -3.572832
C: -0.406969 2.570682 -2.246295
N: 1.181911 0.066701 -2.757262
C: 2.431247 0.039521 -1.951982
C: 3.630785 -0.312741 -2.813806
C: 3.722638 0.616463 -4.020112
C: 2.406455 0.605966 -4.830291
C: 1.337316 -0.263575 -4.176926
H: -0.983441 -2.576173 -0.913372
H: -0.010459 -3.025414 -2.300158
H: -3.049634 -3.186557 -2.251801
H: -1.978298 -4.553242 -1.942556
H: -2.891642 -4.099139 -4.423491
H: -1.256602 -4.687955 -4.173622
H: -1.705817 -2.524123 -5.710974
H: -0.268462 -2.620870 -4.705252
H: -2.896829 -1.342777 -3.867409
H: -1.523263 -0.440507 -4.466417
H: -2.991856 2.093236 -2.073245
H: -3.005905 0.512803 -2.831025
H: -3.599151 2.347058 -4.436708
H: -2.097730 1.562740 -4.936442
H: -2.344940 4.186979 -3.395359
H: -1.798834 4.003986 -5.061085
H: 0.127114 4.275897 -3.455400
H: 0.180254 2.718460 -4.294642
H: -0.956951 3.164177 -1.503470
H: 0.597730 2.402738 -1.859397
H: 2.331395 -0.680736 -1.152826
H: 2.585578 1.029165 -1.508964
H: 3.564406 -1.355594 -3.134635
H: 4.525584 -0.225158 -2.195553
H: 4.561862 0.329820 -4.653711
H: 3.926225 1.628250 -3.661422
H: 2.572231 0.223953 -5.839250
H: 2.026630 1.623211 -4.933269
H: 1.596237 -1.320078 -4.295452
H: 0.392485 -0.098244 -4.690032

Atoms 1-3, force components in eV/Å:
Ti -0.17 -1.27 -1.40
C 0.13 -0.11 -0.05
O 0.07 0.55 -0.32